(1)
The following is a DFT calculation (ωB97M-V/def2-TZVPD) of one molecule with the formula C10H10S5 in a non-equilibrium geometry.

Atoms and positions in Å:
C (1.3473, 1.2780, 2.0750)
C (-2.6787, -0.4760, -0.6327)
C (-1.7861, -1.5808, -0.3245)
C (-0.5831, -1.8058, -0.9402)
C (0.2817, -2.8137, -0.3108)
C (-0.4729, -3.3971, 0.7082)
C (1.3964, 1.7880, 0.6311)
C (1.9329, 1.0565, -0.3524)
C (1.7891, 1.8053, -1.6233)
C (1.1427, 3.0559, -1.4796)
H (1.2192, 2.1979, 2.7338)
H (2.1947, 0.6005, 2.2648)
H (-3.7938, -0.9017, -0.3801)
H (-2.6435, -0.3667, -1.8264)
H (-0.2970, -1.0309, -1.7300)
H (1.2081, -3.2503, -0.4877)
H (-0.2266, -4.2587, 1.3094)
H (2.3110, 0.0461, -0.2994)
H (2.0627, 1.3803, -2.6118)
H (1.0724, 3.8246, -2.3495)
S (-0.0915, -0.0115, 2.3143)
S (-1.8684, 1.0538, 2.0823)
S (-2.1748, 1.0845, 0.0871)
S (-1.9807, -2.6496, 1.0539)
S (0.6391, 3.3715, 0.0885)

Computed properties:
- SMILES = c1csc(CSSSCc2cccs2)c1
- energy relative to the best compared isomer or geometry (same formula, charge and spin) (kJ/mol) = 192.00
- LUMO (eV) = 0.601


(2)
The following is a DFT calculation (ωB97M-V/def2-TZVPD) of C10H11AuCl3F4N2O4SeSi as an isolated structure in a non-equilibrium geometry.

Atoms and positions in Å:
Au (-0.1630, 0.1924, -1.4077)
C (2.6369, 1.7817, -1.4478)
N (2.2090, 0.6412, -0.6655)
C (3.1017, -0.4807, -0.8448)
C (1.9512, 0.9677, 0.7246)
C (1.1821, -0.1253, 1.4836)
N (0.0267, -0.5707, 0.7706)
C (-0.9160, -1.2814, 1.3570)
C (-2.0671, -1.6771, 0.6066)
F (-2.1550, -1.3380, -0.6852)
C (-3.1031, -2.4065, 1.1472)
F (-4.1515, -2.7408, 0.3779)
C (-3.0877, -2.8335, 2.4677)
C (-1.9684, -2.5126, 3.2175)
F (-1.8990, -2.9417, 4.4939)
C (-0.9263, -1.7694, 2.7047)
F (0.1333, -1.5588, 3.5235)
H (3.6333, 2.1276, -1.1384)
H (1.9255, 2.5953, -1.3278)
H (2.6704, 1.4996, -2.4998)
H (4.1099, -0.2489, -0.4697)
H (3.1600, -0.7251, -1.9037)
H (2.7088, -1.3507, -0.3272)
H (1.3474, 1.8767, 0.7417)
H (2.8981, 1.1543, 1.2597)
H (0.9148, 0.2900, 2.4643)
H (1.8427, -0.9861, 1.6637)
H (-3.8974, -3.4029, 2.8884)
Cl (0.2014, 2.3658, -4.4581)
Si (-1.1320, 1.3532, -3.2564)
Cl (-2.5145, 0.6158, -4.5583)
Cl (0.5741, -1.9258, -2.3425)
O (-2.8370, 1.6019, -0.2442)
Se (-1.8707, 2.6964, -0.8072)
O (-2.2427, 4.1718, -0.4491)
O (-0.3307, 2.3762, -0.4943)
O (-1.9637, 2.5676, -2.5634)

Computed properties:
- energy relative to the best compared isomer or geometry (same formula, charge and spin) (kJ/mol) = 156.51
- LUMO (spin up / spin down) (eV) = 0.168 / 0.169
- total charge = -1


(3)
The following is a DFT calculation (ωB97M-V/def2-TZVPD) of one molecule with the formula C10H11BO in a non-equilibrium geometry.

Atoms and positions in Å:
B (-2.2326, 0.2808, 0.2970)
C (-1.3956, 1.4340, 0.1597)
C (-0.0554, 1.4215, -0.1273)
C (0.9274, 0.4686, -0.0890)
C (0.6392, -0.9580, 0.0687)
C (-4.6645, -0.0061, 0.0042)
C (2.7744, 1.9330, 0.2556)
C (2.3528, -2.7475, -0.3197)
C (-3.4831, -0.5446, 0.0585)
C (2.3251, 0.8328, -0.2740)
C (1.8736, -1.7356, 0.3669)
O (-0.5636, -1.3323, 0.1177)
H (-1.9778, 2.4194, -0.0389)
H (0.4484, 2.3387, -0.2458)
H (-5.4852, -0.5791, -0.3951)
H (-4.8519, 1.0352, 0.1760)
H (3.7662, 2.2114, 0.0726)
H (2.2244, 2.4953, 0.9687)
H (3.3285, -3.1486, -0.0694)
H (2.0511, -3.2334, -1.2737)
H (-3.5151, -1.6994, 0.1170)
H (3.0179, 0.2789, -0.9658)
H (2.4958, -1.1650, 1.1358)

Computed properties:
- SMILES = C=C/B=C/C=C(/C=C)C(=O)C=C
- energy relative to the best compared isomer or geometry (same formula, charge and spin) (kJ/mol) = 331.18
- LUMO (eV) = -0.078


(4)
The following is a DFT calculation (ωB97M-V/def2-TZVPD) of a 2-piece molecular cluster, C10H11ClFNO overall in a non-equilibrium geometry.

Atoms and positions in Å:
C (3.5980, 0.3922, -0.9028)
C (2.6341, -0.1929, -1.7847)
C (3.7141, -0.0095, 0.4047)
C (1.7756, -1.1225, -1.3383)
C (2.8584, -1.0398, 0.8751)
C (1.7926, -1.5477, 0.0896)
C (0.9541, -2.4742, 0.5536)
C (-3.5528, 0.8106, 1.4420)
C (-2.2867, 1.9448, -0.3635)
C (-2.0607, -0.4250, 0.1290)
N (-2.7739, 0.7864, 0.2817)
O (0.1973, -2.9890, 1.2330)
F (-0.8716, -0.1833, -0.6036)
Cl (-3.0771, -1.6447, -0.6992)
H (4.2670, 1.1780, -1.1675)
H (2.4409, 0.0251, -2.8230)
H (4.3521, 0.5287, 1.0620)
H (0.9548, -1.5366, -1.9823)
H (2.9080, -1.6242, 1.8222)
H (-3.9969, -0.1272, 1.9106)
H (-2.9242, 1.3003, 2.2013)
H (-4.4493, 1.4371, 1.3426)
H (-3.1826, 2.5722, -0.4021)
H (-1.3556, 2.4033, 0.0334)
H (-1.9156, 1.5380, -1.3137)

Computed properties:
- LUMO (spin up / spin down) (eV) = -0.525 / 0.209